31
Properties=species:S:1:pos:R:3 method="wB97M-V/def2-TZVPD" largest_force_ev_per_a=3.601 total_charge=+1 homo_lumo_gap_ev="7.57 / 7.57" e_above_lowest_ev=2.766 e_lumo_ev="-3.5 / -3.5" energy_ev=-16595.46845
C -4.052 0.064 -0.499
C -3.082 0.832 -0.021
C -3.463 -2.332 -0.990
C 2.314 0.428 -0.840
C -0.086 -0.839 1.607
C -1.544 -0.879 1.177
C -0.595 0.765 -0.137
C 0.405 0.018 0.470
C -0.596 1.996 -0.907
C 2.539 0.352 1.604
N -3.862 -1.254 -0.807
N -1.798 0.276 0.351
N 1.784 0.280 0.351
N 3.006 -1.561 -1.782
H -5.039 0.339 -0.693
H -3.128 1.956 0.189
H 3.247 1.007 -1.021
H 1.525 0.378 -1.692
H 0.058 -0.350 2.595
H 0.496 -1.880 1.633
H -1.678 -1.816 0.596
H -2.152 -0.783 2.042
H -1.402 2.035 -1.667
H 0.353 2.176 -1.200
H -0.868 2.683 -0.067
H 2.110 -0.196 2.367
H 3.527 0.116 1.287
H 2.599 1.309 2.065
H 2.893 -2.505 -1.493
H 3.970 -1.323 -1.827
H 2.520 -1.294 -2.693

82
Properties=species:S:1:pos:R:3 method="wB97M-V/def2-TZVPD" s2=6.029 largest_force_ev_per_a=1.152 total_charge=+2 homo_lumo_gap_ev="8.04 / 5.54" e_above_lowest_ev=0.458 e_lumo_ev="-5.4 / -8.0" spin_multiplicity=5 energy_ev=-69279.97151
Ru 0.543 -0.065 -1.887
N 4.294 1.889 -1.798
C 5.000 0.698 -1.858
C 6.365 0.454 -1.771
C 6.766 -0.854 -1.910
C 5.829 -1.871 -2.152
C 4.478 -1.617 -2.233
C 4.043 -0.298 -2.051
N 2.766 0.307 -2.073
C 2.994 1.609 -1.939
C 1.952 2.622 -1.989
C 2.076 3.972 -1.936
S 0.544 4.699 -2.080
C -0.177 3.168 -2.189
N 0.662 2.172 -2.137
H 4.694 2.804 -1.670
H 7.075 1.256 -1.613
H 7.817 -1.100 -1.854
H 6.182 -2.884 -2.295
H 3.809 -2.427 -2.472
H 2.968 4.573 -1.838
H -1.251 3.070 -2.285
N -1.553 0.215 -2.265
C -2.611 -0.772 -2.462
C -3.841 -0.281 -2.878
C -4.901 -1.137 -3.101
C -4.711 -2.500 -2.929
C -3.479 -2.980 -2.520
C -2.402 -2.128 -2.249
C -1.103 -2.689 -1.791
C -1.064 -3.967 -1.225
C 0.128 -4.599 -0.896
C 1.339 -3.970 -1.137
C 1.313 -2.682 -1.645
C 0.121 -2.020 -1.916
H -1.591 0.849 -3.059
H -1.752 0.764 -1.427
H -3.967 0.786 -3.036
H -5.857 -0.747 -3.426
H -5.517 -3.194 -3.131
H -3.340 -4.049 -2.443
H -1.993 -4.480 -1.015
H 0.107 -5.593 -0.468
H 2.279 -4.468 -0.929
H 2.234 -2.173 -1.835
C -2.468 -1.602 1.264
C -1.436 -1.259 2.321
C -0.235 -2.175 2.282
C -1.998 -1.028 3.698
Si -0.661 0.615 1.558
O 0.014 0.286 0.178
C 0.514 1.009 2.932
C 1.865 0.666 2.800
C 2.765 1.002 3.801
C 2.319 1.664 4.940
C 0.980 2.008 5.077
C 0.075 1.678 4.078
C -2.006 1.902 1.417
C -1.530 3.135 0.946
C -2.387 4.211 0.767
C -3.740 4.077 1.057
C -4.228 2.870 1.537
C -3.368 1.791 1.713
H -2.901 -2.572 1.546
H -2.008 -1.713 0.282
H -3.287 -0.889 1.194
H -0.593 -3.185 2.522
H 0.521 -1.900 3.017
H 0.222 -2.207 1.291
H -2.488 -1.962 4.005
H -2.759 -0.245 3.729
H -1.224 -0.799 4.427
H 2.204 0.144 1.910
H 3.813 0.746 3.695
H 3.021 1.911 5.728
H 0.639 2.532 5.962
H -0.969 1.959 4.185
H -0.466 3.257 0.747
H -2.000 5.161 0.417
H -4.411 4.915 0.917
H -5.277 2.767 1.783
H -3.779 0.866 2.093

29
Properties=species:S:1:pos:R:3 method="wB97M-V/def2-TZVPD" s2=0.756 largest_force_ev_per_a=0.279 total_charge=+1 homo_lumo_gap_ev="9.20 / 8.29" e_above_lowest_ev=0.332 e_lumo_ev="-2.6 / -4.5" spin_multiplicity=2 energy_ev=-135374.48239
Cu 0.327 0.781 -0.454
O 1.409 -5.175 -0.625
C 1.259 -3.850 -0.655
C 2.319 -2.946 -0.599
C 2.036 -1.604 -0.632
N 0.786 -1.116 -0.721
C -0.210 -2.002 -0.774
Br -1.956 -1.292 -0.895
C -0.042 -3.362 -0.747
H 2.341 -5.428 -0.570
H 3.346 -3.282 -0.530
H 2.831 -0.873 -0.588
H -0.880 -4.040 -0.798
C -0.398 -0.428 3.495
O -0.112 -0.397 2.068
C -0.015 0.824 1.550
O -0.127 1.858 2.129
H -0.511 -1.477 3.745
H -1.313 0.122 3.698
H 0.430 0.016 4.042
C -0.834 4.748 -1.287
C -0.965 3.260 -1.296
N -2.168 2.729 -1.496
O 0.044 2.554 -1.104
H -1.710 5.252 -1.687
H 0.051 5.029 -1.853
H -0.677 5.062 -0.253
H -2.973 3.309 -1.662
H -2.289 1.728 -1.500

6
Properties=species:S:1:pos:R:3 method="wB97M-V/def2-TZVPD" largest_force_ev_per_a=5.410 smiles="ClP1=CC=1" homo_lumo_gap_ev=10.31 e_above_lowest_ev=0.594 e_lumo_ev=0.8 energy_ev=-23915.73428
C 0.604 -0.145 0.640
C 0.638 0.345 -0.564
P -0.992 0.705 0.189
Cl -2.735 -0.541 -0.173
H 1.183 -0.623 1.276
H 1.303 0.259 -1.367

43
Properties=species:S:1:pos:R:3 method="wB97M-V/def2-TZVPD" s2=3.783 largest_force_ev_per_a=2.004 total_charge=+4 homo_lumo_gap_ev="5.60 / 5.63" e_lumo_ev="-16.4 / -16.3" spin_multiplicity=4 energy_ev=-102421.38410
Tc -0.884 -0.336 0.656
F 2.198 -1.258 3.129
C 1.338 -1.910 3.868
F 1.500 -3.185 3.834
F 1.186 -1.400 5.039
S -0.367 -1.593 2.921
O -0.089 -2.006 1.451
O -1.568 -2.064 3.485
N -0.394 0.069 2.542
S -1.646 1.221 2.642
O -1.654 1.463 1.108
O -2.838 0.716 3.196
C -0.837 2.851 3.413
F -1.690 3.782 3.176
F 0.269 2.970 2.724
F -0.635 2.587 4.655
C 2.613 1.396 -1.368
C 1.554 1.034 -0.290
N 0.499 0.138 -0.894
C 1.148 -1.122 -1.418
C 2.190 -0.753 -2.507
N 2.217 0.744 -2.661
C 0.874 1.250 -3.106
C -0.179 0.867 -2.033
H 3.604 1.041 -1.092
H 2.668 2.471 -1.528
H 1.069 1.934 0.087
H 2.023 0.507 0.540
H 0.371 -1.765 -1.828
H 1.624 -1.640 -0.587
H 1.938 -1.192 -3.470
H 3.189 -1.085 -2.231
H 2.912 0.986 -3.377
H 0.640 0.800 -4.069
H 0.940 2.328 -3.240
H -0.935 0.212 -2.458
H -0.668 1.756 -1.635
Cl -5.224 -0.861 -2.450
C -4.414 -2.158 -1.639
Cl -3.864 -3.429 -2.677
Cl -5.245 -2.723 -0.210
C -3.197 -1.559 -1.068
N -2.232 -1.082 -0.633

124
Properties=species:S:1:pos:R:3 method="wB97M-V/def2-TZVPD" largest_force_ev_per_a=8.533 homo_lumo_gap_ev=6.75 e_lumo_ev=-1.6 energy_ev=-154768.31493
C -6.466 0.023 1.621
C -4.977 -0.237 1.638
I -4.273 -2.054 0.860
C -4.129 0.639 2.151
I -4.790 2.477 2.997
C -2.651 0.457 2.235
C -2.220 -0.228 3.365
C -0.884 -0.450 3.615
C 0.029 0.016 2.683
C -0.378 0.679 1.529
C -1.740 0.937 1.274
P -2.290 1.823 -0.214
O -3.723 2.488 0.019
O -1.312 3.043 -0.525
S -2.467 0.576 -1.690
C 0.738 1.082 0.577
O 0.539 1.094 -0.605
C 2.081 1.394 1.173
C 3.117 2.339 0.566
O 3.085 2.315 -0.848
C 2.430 3.359 -1.444
C 1.470 4.158 -0.843
C 0.874 5.188 -1.566
C -0.148 6.109 -0.916
C 1.200 5.409 -2.890
C 2.148 4.586 -3.511
C 2.761 3.584 -2.788
C 3.799 2.666 -3.442
C 5.191 3.174 -2.934
C 3.743 2.683 -4.963
C 2.409 0.765 2.299
C 1.485 -0.205 2.941
O 1.901 -1.110 3.613
H -6.831 0.355 2.589
H -6.655 0.812 0.886
H -7.005 -0.853 1.267
H -2.946 -0.591 4.082
H -0.546 -0.987 4.490
H -4.207 2.329 -0.807
H -0.965 2.857 -1.414
H 3.088 3.346 0.985
H 4.085 1.918 0.844
H 1.189 3.992 0.190
H -0.945 5.558 -0.425
H 0.400 6.739 -0.209
H -0.525 6.800 -1.669
H 0.740 6.192 -3.478
H 2.364 4.760 -4.555
H 3.661 1.661 -3.046
H 5.939 3.128 -3.727
H 5.061 4.231 -2.700
H 5.476 2.606 -2.053
H 4.069 3.650 -5.353
H 2.766 2.418 -5.368
H 4.461 1.948 -5.338
H 3.357 0.921 2.803
C -3.851 -9.630 -0.479
O -3.373 -8.291 -0.630
P -4.558 -7.108 -0.723
O -4.954 -7.434 -2.142
O -3.461 -5.932 -0.645
C -2.282 -6.012 -1.442
O -5.686 -5.928 -0.440
C -7.058 -6.345 -0.385
H -2.998 -10.293 -0.354
H -4.487 -9.716 0.402
H -4.406 -9.926 -1.370
H -2.468 -6.545 -2.375
H -1.487 -6.505 -0.885
H -1.972 -4.994 -1.672
H -7.187 -7.213 0.261
H -7.415 -6.576 -1.388
H -7.637 -5.519 0.021
C -3.601 -10.516 -4.798
O -2.463 -11.383 -4.627
P -2.735 -13.001 -4.755
O -3.443 -13.318 -3.480
O -1.172 -13.356 -4.744
C -0.363 -12.899 -3.665
O -3.028 -14.297 -5.700
C -4.398 -14.521 -6.076
H -3.249 -9.488 -4.798
H -4.099 -10.716 -5.747
H -4.303 -10.650 -3.975
H -0.936 -12.828 -2.739
H 0.069 -11.928 -3.908
H 0.441 -13.618 -3.527
H -4.863 -13.610 -6.450
H -4.960 -14.898 -5.222
H -4.404 -15.267 -6.867
C -2.592 4.791 9.396
O -2.268 4.331 8.072
P -1.209 5.251 7.202
O -2.034 6.435 6.829
O -1.071 4.153 6.045
C -2.246 3.682 5.388
O 0.324 5.738 6.931
C 0.813 6.812 7.752
H -3.201 4.027 9.872
H -1.690 4.938 9.990
H -3.158 5.721 9.342
H -3.019 4.451 5.350
H -2.628 2.798 5.898
H -1.976 3.410 4.370
H 0.606 6.634 8.807
H 0.359 7.752 7.441
H 1.890 6.870 7.612
C 8.644 9.788 -1.205
O 8.962 8.396 -1.038
P 7.695 7.363 -0.813
O 7.279 7.651 0.590
O 8.615 6.057 -0.946
C 9.748 5.916 -0.094
O 6.433 6.549 -1.444
C 5.203 7.290 -1.573
H 9.564 10.311 -1.453
H 7.931 9.931 -2.017
H 8.239 10.194 -0.277
H 9.585 6.400 0.869
H 10.631 6.335 -0.576
H 9.907 4.852 0.069
H 5.385 8.256 -2.042
H 4.744 7.432 -0.596
H 4.526 6.712 -2.201

57
Properties=species:S:1:pos:R:3 method="wB97M-V/def2-TZVPD" largest_force_ev_per_a=4.208 total_charge=+1 homo_lumo_gap_ev=4.31 e_lumo_ev=-5.1 energy_ev=-36468.11806
C -2.905 0.744 -3.331
N -1.475 1.069 -3.403
C -1.104 2.199 -4.259
C -0.545 0.170 -2.949
C 0.865 0.347 -3.009
C 1.488 1.558 -2.610
C 2.845 1.702 -2.715
C 3.624 0.681 -3.227
C 5.112 0.885 -3.418
F 5.737 -0.299 -3.267
F 5.316 1.364 -4.661
F 5.552 1.767 -2.499
C 3.041 -0.514 -3.611
C 1.692 -0.702 -3.485
H -3.511 1.515 -3.804
H -3.103 -0.202 -3.833
H -3.217 0.662 -2.292
H -1.958 2.558 -4.831
H -0.727 3.021 -3.657
H -0.336 1.892 -4.966
H -0.930 -0.792 -2.655
H 0.897 2.346 -2.177
H 3.338 2.604 -2.398
H 3.678 -1.278 -4.021
H 1.247 -1.627 -3.809
C 2.306 0.094 4.245
C 1.577 1.272 4.939
C 0.174 1.325 4.310
N -0.032 0.052 3.581
C -1.209 -0.215 2.832
C -2.094 0.768 2.579
C -3.242 0.589 1.647
C -2.945 -0.463 0.561
C -2.269 -1.678 1.126
C -1.446 -1.550 2.254
C -0.921 -2.702 2.834
C -1.149 -3.942 2.275
C -1.925 -4.057 1.139
C -2.492 -2.930 0.576
C 1.305 -0.481 3.227
H 3.234 0.420 3.756
H 2.594 -0.671 4.978
H 1.510 1.108 6.023
H 2.117 2.219 4.800
H -0.618 1.461 5.054
H 0.108 2.147 3.591
H -1.934 1.735 3.016
H -4.131 0.290 2.216
H -3.496 1.552 1.188
H -3.868 -0.761 0.052
H -2.305 -0.033 -0.216
H -0.357 -2.627 3.748
H -0.721 -4.827 2.724
H -2.104 -5.025 0.696
H -3.124 -3.017 -0.292
H 1.535 -0.150 2.210
H 1.302 -1.573 3.218

22
Properties=species:S:1:pos:R:3 method="wB97M-V/def2-TZVPD" largest_force_ev_per_a=4.393 homo_lumo_gap_ev=10.17 e_above_lowest_ev=3.527 e_lumo_ev=0.8 energy_ev=-13592.54740
C 1.885 1.516 0.957
C 0.962 0.789 -0.013
C 0.856 -0.716 0.296
C 0.198 -1.486 -0.829
C -1.063 -2.277 -0.574
C -1.122 -0.998 -1.348
O -1.652 0.165 -0.772
C -0.419 1.412 -0.069
O -0.620 2.500 -0.568
H 1.487 1.473 1.981
H 2.874 1.040 0.952
H 2.015 2.570 0.680
H 1.362 0.880 -1.036
H 1.872 -1.094 0.470
H 0.286 -0.842 1.229
H 0.881 -1.866 -1.592
H -1.215 -3.214 -1.110
H -1.473 -2.242 0.437
H -1.302 -1.042 -2.425
O -1.535 1.200 1.415
H -2.195 0.241 0.496
H -2.082 1.993 1.424

43
Properties=species:S:1:pos:R:3 method="wB97M-V/def2-TZVPD" largest_force_ev_per_a=14.849 smiles="CC(=O)Nc1ccc(OC[C@@H](O)Cn2cnc3ccccc32)cc1" homo_lumo_gap_ev=8.23 e_above_lowest_ev=13.465 e_lumo_ev=0.5 energy_ev=-29575.18005
C 1.961 4.338 -4.486
C 1.966 2.822 -3.880
O 2.346 1.789 -4.503
N 1.674 2.860 -2.642
C 1.506 1.748 -1.897
C 1.279 2.176 -0.475
C 1.197 1.278 0.496
C 1.568 -0.333 0.023
C 1.954 -0.551 -1.301
C 1.924 0.501 -2.132
H 2.469 0.288 -3.125
H 2.269 -1.566 -1.603
O 1.306 -1.378 0.820
C 1.062 -1.183 2.305
C 0.678 -2.655 2.717
O 0.380 -2.347 4.194
H -0.592 -1.897 4.290
C -0.437 -3.180 2.001
N -1.590 -2.679 2.065
C -2.475 -2.383 3.096
N -3.462 -1.638 2.768
C -3.066 -0.856 1.693
C -3.775 0.010 1.035
C -3.295 0.551 -0.168
C -2.099 -0.436 -0.909
C -1.581 -1.270 -0.095
C -2.222 -1.546 1.034
H -0.568 -1.767 -0.540
H -1.874 0.280 -1.761
H -3.918 1.233 -0.743
H -4.675 0.368 1.402
H -2.481 -3.195 3.769
H -0.041 -3.408 1.010
H -0.689 -4.231 2.361
H 1.560 -3.131 2.713
H 0.234 -0.631 2.354
H 1.717 -0.823 2.792
H 1.026 1.501 1.682
H 1.152 3.098 -0.122
H 1.667 3.890 -2.219
H 2.137 4.353 -5.495
H 1.114 4.950 -4.392
H 2.689 5.050 -4.133

57
Properties=species:S:1:pos:R:3 method="wB97M-V/def2-TZVPD" s2=0.776 largest_force_ev_per_a=1.517 total_charge=+1 homo_lumo_gap_ev="7.05 / 5.21" e_above_lowest_ev=1.073 e_lumo_ev="-3.1 / -5.0" spin_multiplicity=2 energy_ev=-101171.00983
Ir 0.099 0.152 0.743
S -1.887 1.315 0.301
C -1.388 3.009 0.314
C -2.066 3.959 -0.448
C -1.636 5.276 -0.463
C -0.528 5.682 0.277
C 0.147 4.756 1.056
C -0.297 3.441 1.071
S 0.545 2.204 2.007
C -0.785 1.836 3.243
C -0.908 0.355 3.466
C -1.788 -0.267 4.329
C -1.651 -1.635 4.516
C -0.626 -2.336 3.889
C 0.186 -1.659 3.006
C 1.335 -2.300 2.258
S 2.118 -0.985 1.258
C 2.814 -1.672 -0.241
C 3.976 -0.996 -0.583
C 4.606 -1.218 -1.806
C 4.076 -2.132 -2.704
C 2.941 -2.842 -2.360
C 2.281 -2.650 -1.126
S 0.939 -3.665 -0.801
N 0.003 -0.345 2.794
H -2.914 3.652 -1.047
H -2.161 5.995 -1.077
H -0.194 6.709 0.245
H 1.005 5.045 1.649
H -1.717 2.286 2.906
H -0.475 2.313 4.175
H -2.554 0.300 4.839
H -2.330 -2.158 5.175
H -0.484 -3.393 4.061
H 1.011 -3.115 1.616
H 2.065 -2.672 2.978
H 4.389 -0.274 0.110
H 5.513 -0.678 -2.045
H 4.549 -2.299 -3.662
H 2.530 -3.577 -3.037
Cl -2.967 -1.776 -5.011
C -2.417 -1.673 -3.372
C -3.054 -2.389 -2.395
C -2.618 -2.350 -1.052
I -3.590 -3.462 0.403
C -1.544 -1.576 -0.698
O -1.014 -1.488 0.518
C -0.923 -0.801 -1.714
N 0.104 0.002 -1.275
C 0.783 0.720 -2.142
C 0.474 0.705 -3.513
C -0.570 -0.055 -3.965
C -1.310 -0.846 -3.057
H -3.904 -3.004 -2.658
H 1.587 1.327 -1.748
H 1.056 1.314 -4.189
H -0.836 -0.063 -5.013